Entry 1:
A 3-piece molecular cluster, C3H15N3O2 overall. Source: the Open Molecules 2025 dataset; level of theory: ωB97M-V/def2-TZVPD.

Element x y z (Å)
1 N 0.591 -1.006 -1.421
2 C -0.681 -0.404 -1.010
3 C -0.562 0.839 -0.185
4 N -0.717 0.597 1.380
5 C 0.573 0.734 1.923
6 N 1.194 -0.660 1.989
7 H 0.913 -1.701 -0.682
8 H 1.302 -0.390 -1.623
9 H -1.268 -1.227 -0.487
10 H -1.433 -0.179 -1.768
11 H 0.514 1.246 -0.473
12 H -1.355 1.582 -0.494
13 H -1.290 -0.325 1.558
14 H 0.785 1.219 2.887
15 H 1.293 1.356 1.471
16 H 0.710 -1.238 2.626
17 H 1.140 -1.137 1.068
18 O 2.625 0.803 -4.339
19 H 3.596 0.848 -4.214
20 H 2.579 0.024 -4.874
21 O -3.316 -0.514 1.943
22 H -4.214 -0.703 2.345
23 H -2.976 0.235 2.381

SMILES ... NCCNCN.O.O
Molar mass ... 125.17 g mol⁻¹
Calculated total energy ... -437.94808 hartree
Energy relative to the best compared isomer or geometry (same formula, charge and spin) ... 208.33 kJ/mol
Orbital gap ... 8.9 eV
Spin multiplicity ... 1

Results of the Mulliken charge analysis, in e, for atoms 1 through 6: N -0.5826; C -0.5809; C -0.3330; N -0.3603; C -0.5257; N -0.6470

Entry 2:
A 7-piece molecular cluster, H16NO6 overall. Source: the Open Molecules 2025 dataset; level of theory: ωB97M-V/def2-TZVPD.

Element x y z (Å)
1 N -31.546 -21.529 -37.889
2 H -32.393 -22.190 -37.782
3 H -30.812 -21.458 -37.244
4 H -32.071 -20.632 -37.721
5 H -31.020 -21.543 -38.704
6 O -31.258 -23.823 -40.253
7 H -31.651 -24.218 -41.007
8 H -30.656 -24.461 -39.725
9 O -29.859 -19.707 -35.770
10 H -28.924 -19.455 -35.533
11 H -30.485 -19.051 -35.649
12 O -28.888 -20.750 -39.012
13 H -27.869 -20.574 -38.833
14 H -29.271 -20.121 -39.532
15 O -33.884 -19.715 -36.532
16 H -34.460 -19.846 -35.747
17 H -33.194 -19.170 -36.317
18 O -29.876 -24.204 -37.108
19 H -30.553 -24.532 -36.419
20 H -29.776 -25.039 -37.644
21 O -34.289 -22.655 -39.114
22 H -34.331 -23.612 -39.236
23 H -35.060 -22.148 -39.258

Molar mass ... 126.13 g mol⁻¹
Calculated total energy ... -515.51441 hartree
Energy relative to the best compared isomer or geometry (same formula, charge and spin) ... 300.00 kJ/mol
Orbital gap ... 11.7 eV
Spin multiplicity ... 1
Charge ... +1

Results of the Mulliken charge analysis, in e, for atoms 1 through 6: N -0.3129; H 0.3482; H 0.3494; H 0.2919; H 0.2698; O -0.5857

Entry 3:
A 4-piece molecular cluster, C18H35ClO8 overall. Source: the Open Molecules 2025 dataset; level of theory: ωB97M-V/def2-TZVPD.

Element x y z (Å)
1 C -0.469 -2.540 1.765
2 C -1.287 -2.146 0.526
3 O -1.826 -0.849 0.552
4 C -2.711 -0.636 1.627
5 C -3.766 0.397 1.244
6 O -5.020 0.010 1.774
7 C -6.033 -0.175 0.827
8 C -6.854 -1.362 1.179
9 C -6.547 -2.614 0.892
10 Cl -5.197 -3.211 0.099
11 C -7.652 -3.508 1.380
12 O -7.773 -4.680 1.138
13 O -8.504 -2.731 2.084
14 C -8.146 -1.383 1.877
15 O -8.863 -0.483 2.219
16 H -0.838 -3.480 2.151
17 H 0.550 -2.708 1.463
18 H -0.502 -1.812 2.559
19 H -2.063 -2.890 0.363
20 H -0.640 -2.198 -0.333
21 H -3.243 -1.554 1.854
22 H -2.194 -0.297 2.518
23 H -3.500 1.359 1.659
24 H -3.773 0.509 0.165
25 H -5.667 -0.324 -0.182
26 H -6.687 0.694 0.805
27 C 4.620 -2.316 -0.653
28 C 3.971 -1.989 0.683
29 C 4.952 -2.149 1.833
30 O 2.828 -2.821 0.892
31 H 4.963 -3.355 -0.667
32 H 3.904 -2.197 -1.466
33 H 5.476 -1.668 -0.847
34 H 3.594 -0.967 0.664
35 H 5.305 -3.182 1.894
36 H 4.470 -1.911 2.782
37 H 5.817 -1.496 1.709
38 H 3.125 -3.736 0.915
39 C -0.139 3.365 0.950
40 C 1.061 2.447 1.135
41 C 1.739 2.138 -0.191
42 O 0.661 1.237 1.774
43 H -0.888 2.886 0.312
44 H -0.612 3.574 1.910
45 H 0.151 4.311 0.491
46 H 1.778 2.918 1.809
47 H 1.044 1.623 -0.861
48 H 2.594 1.480 -0.044
49 H 2.084 3.045 -0.686
50 H 0.020 0.799 1.199
51 C 2.983 3.941 -3.690
52 C 4.161 3.000 -3.482
53 C 4.847 2.672 -4.800
54 O 3.732 1.799 -2.839
55 H 2.232 3.475 -4.333
56 H 2.502 4.169 -2.740
57 H 3.301 4.876 -4.152
58 H 4.880 3.459 -2.804
59 H 4.151 2.168 -5.477
60 H 5.688 1.998 -4.636
61 H 5.213 3.573 -5.292
62 H 3.094 1.370 -3.416

SMILES ... CCOCCOCC1=C(Cl)C(=O)OC1=O.CC(C)O.CC(C)O.CC(C)O
Molar mass ... 414.92 g mol⁻¹
Calculated total energy ... -1768.91345 hartree
Orbital gap ... 8.7 eV
Spin multiplicity ... 1

Results of the Mulliken charge analysis, in e, for atoms 1 through 6: C -0.6473; C -0.1916; O -0.3839; C -0.2297; C -0.7729; O -0.2843

Entry 4:
A 4-piece molecular cluster, C3H13O3S overall. Source: the Open Molecules 2025 dataset; level of theory: ωB97M-V/def2-TZVPD.

Element x y z (Å)
1 C -2.227 0.114 -1.879
2 C -1.355 1.325 -1.611
3 C 0.062 0.940 -1.094
4 S 0.185 1.074 0.738
5 H -1.705 -0.615 -2.483
6 H -3.168 0.354 -2.405
7 H -2.500 -0.324 -0.923
8 H -1.196 1.914 -2.525
9 H -1.748 2.057 -0.906
10 H 0.782 1.619 -1.582
11 H 0.300 -0.081 -1.407
12 H 0.815 -3.315 -1.291
13 H 1.810 -4.014 -2.211
14 O 0.867 -3.955 -2.034
15 H 0.604 2.651 3.928
16 H 1.875 2.045 4.457
17 O 1.076 2.499 4.756
18 H 1.140 -1.395 0.204
19 H -0.152 -2.165 0.432
20 O 0.783 -2.299 0.226

Molar mass ... 129.20 g mol⁻¹
Calculated total energy ... -746.05206 hartree
Energy relative to the best compared isomer or geometry (same formula, charge and spin) ... 58.07 kJ/mol
Orbital gap ... 6.7 eV
Spin multiplicity ... 1
Charge ... -1

Results of the Mulliken charge analysis, in e, for atoms 1 through 6: C -1.0425; C -0.3965; C -0.5723; S -0.6513; H 0.2967; H 0.3367

Entry 5:
A 2-piece molecular cluster, C3H7N overall. Source: the Open Molecules 2025 dataset; level of theory: ωB97M-V/def2-TZVPD.

Element x y z (Å)
1 C -1.636 -1.689 -5.248
2 C -0.693 -1.242 -4.351
3 H -2.605 -2.127 -4.888
4 H -1.735 -1.443 -6.463
5 H -0.616 -1.701 -3.346
6 H 0.073 -0.490 -4.527
7 C 1.110 1.718 5.834
8 N 2.321 1.269 5.927
9 H 0.483 1.673 6.802
10 H 0.492 2.042 4.903
11 H 2.807 1.988 5.357

SMILES ... C=C.C=N
Molar mass ... 57.10 g mol⁻¹
Calculated total energy ... -173.12028 hartree
Energy relative to the best compared isomer or geometry (same formula, charge and spin) ... 319.78 kJ/mol
Orbital gap ... 10.4 eV
Spin multiplicity ... 1

Results of the Mulliken charge analysis, in e, for atoms 1 through 6: C -0.3840; C -0.4330; H 0.2034; H 0.1814; H 0.1995; H 0.2327

Entry 6:
One molecule with the formula C23H25N5O3S. Source: the Open Molecules 2025 dataset; level of theory: ωB97M-V/def2-TZVPD.

Element x y z (Å)
1 O -3.782 -0.260 -1.633
2 S -3.279 0.001 -0.319
3 O -2.886 -1.134 0.491
4 N -4.383 0.896 0.564
5 C -5.656 1.207 -0.046
6 C -6.731 0.147 0.122
7 C -6.376 -1.303 0.239
8 C -6.927 -0.569 1.425
9 C -1.861 1.075 -0.423
10 C -1.812 2.304 0.206
11 C -0.632 3.025 0.203
12 C 0.512 2.502 -0.404
13 N 1.723 3.170 -0.310
14 C 2.921 2.541 -0.071
15 N 3.982 3.331 0.085
16 C 5.125 2.695 0.324
17 C 5.237 1.327 0.439
18 C 4.044 0.587 0.299
19 N 3.967 -0.762 0.425
20 C 5.184 -1.556 0.372
21 C 4.893 -3.034 0.133
22 C 3.811 -3.177 -0.938
23 C 2.563 -2.571 -0.368
24 C 1.316 -3.150 -0.501
25 C 0.195 -2.575 0.096
26 O -1.016 -3.130 -0.126
27 C 0.367 -1.463 0.916
28 C 1.613 -0.888 1.063
29 C 2.710 -1.402 0.382
30 N 2.907 1.226 0.019
31 C 0.420 1.295 -1.104
32 C -0.762 0.586 -1.106
33 H -4.459 0.529 1.500
34 H -6.008 2.160 0.369
35 H -5.449 1.341 -1.110
36 H -7.625 0.393 -0.438
37 H -5.331 -1.573 0.241
38 H -7.006 -2.024 -0.259
39 H -7.937 -0.783 1.742
40 H -6.262 -0.349 2.248
41 H -2.690 2.679 0.708
42 H -0.582 3.981 0.703
43 H 1.717 4.155 -0.087
44 H 5.990 3.336 0.439
45 H 6.186 0.867 0.653
46 H 5.811 -1.178 -0.446
47 H 5.741 -1.435 1.310
48 H 4.536 -3.499 1.054
49 H 5.816 -3.531 -0.166
50 H 4.119 -2.648 -1.845
51 H 3.648 -4.224 -1.193
52 H 1.190 -4.046 -1.089
53 H -1.722 -2.540 0.202
54 H -0.491 -1.046 1.423
55 H 1.730 -0.025 1.697
56 H 1.286 0.910 -1.612
57 H -0.846 -0.354 -1.628

SMILES ... O=S(=O)(NCC1CC1)c1ccc(Nc2nccc(N3CCCc4cc(O)ccc43)n2)cc1
Molar mass ... 451.55 g mol⁻¹
Calculated total energy ... -1789.14542 hartree
Energy relative to the best compared isomer or geometry (same formula, charge and spin) ... 298.54 kJ/mol
Orbital gap ... 8.1 eV
Spin multiplicity ... 1

Results of the Mulliken charge analysis, in e, for atoms 1 through 6: O -0.7068; S 1.2664; O -0.8589; N -0.2149; C -0.9949; C 0.1270

The lowest molar mass belongs to which entry?
C3H7N

Number 3 is which compound?
C18H35ClO8